(1)
CBF7O3SSn as an isolated structure in a non-equilibrium geometry, computed with ωB97M-V/def2-TZVPD.

Values from the calculation:
Max |F| = 0.1181 Eh/bohr
LUMO = -0.213 Ha
Molar mass = 354.58 g/mol
HOMO-LUMO gap = 4.244 eV

CARTESIAN COORDINATES (ANGSTROEM)
B -1.474 -1.203 3.460
F -0.497 -0.714 2.608
F -0.918 -2.263 4.090
F 1.649 2.492 -1.344
S 0.872 -0.059 -1.908
C 1.584 1.673 -2.399
Sn -2.742 -0.451 0.099
O 1.257 -0.983 -2.989
O -0.575 0.179 -1.832
F 2.850 1.465 -2.900
F -2.569 -1.735 2.747
F 0.822 2.313 -3.297
O 1.563 -0.509 -0.686
F -1.822 -0.206 4.351

In the natural (NBO) picture, each atom carries the following charge in e: atom 1 (B): 1.313, atom 2 (F): -0.554, atom 3 (F): -0.543, atom 4 (F): -0.314, atom 5 (S): 2.254, atom 6 (C): 0.745, atom 7 (Sn): 1.777, atom 8 (O): -0.922, atom 9 (O): -1.074, atom 10 (F): -0.311, atom 11 (F): -0.586, atom 12 (F): -0.316, atom 13 (O): -0.922, atom 14 (F): -0.548

(2)
A 2-piece molecular cluster, CBr2ClNP overall in a non-equilibrium geometry, computed with ωB97M-V/def2-TZVPD.

Values from the calculation:
Max |F| = 0.1511 Eh/bohr
LUMO (alpha / beta) = -0.351 / -0.351 Ha
Net charge = +1
Molar mass = 252.25 g/mol
HOMO-LUMO gap (alpha / beta) = 6.010 / 6.009 eV
Energy relative to the best compared isomer or geometry (same formula, charge and spin) = 3.169 eV

CARTESIAN COORDINATES (ANGSTROEM)
Cl 1.075 0.007 -2.175
C -2.041 -0.457 0.363
Br 1.544 -1.485 0.725
P 0.768 0.212 -0.315
N -3.068 -0.286 0.770
Br 1.722 2.009 0.631

In the natural (NBO) picture, each atom carries the following charge in e: atom 1 (Cl): 0.006, atom 2 (C): 0.238, atom 3 (Br): 0.106, atom 4 (P): 0.842, atom 5 (N): -0.326, atom 6 (Br): 0.134

(3)
CBr2N2O as an isolated structure in a non-equilibrium geometry, computed with ωB97M-V/def2-TZVPD.

Values from the calculation:
Max |F| = 0.0924 Eh/bohr
LUMO = -0.044 Ha
Molar mass = 215.83 g/mol
HOMO-LUMO gap = 7.858 eV
Energy relative to the best compared isomer or geometry (same formula, charge and spin) = 2.199 eV

CARTESIAN COORDINATES (ANGSTROEM)
Br 2.215 -1.367 0.160
Br 1.140 1.656 -0.172
N -0.688 -0.782 -0.071
O -2.376 0.587 -0.525
C 1.215 -0.020 0.844
N -1.506 -0.074 -0.235

In the natural (NBO) picture, each atom carries the following charge in e: atom 1 (Br): 0.171, atom 2 (Br): 0.016, atom 3 (N): -0.095, atom 4 (O): -0.301, atom 5 (C): -0.264, atom 6 (N): 0.474

(4)
A 2-piece molecular cluster, CBr2N2O overall in a non-equilibrium geometry, computed with ωB97M-V/def2-TZVPD.

Values from the calculation:
Max |F| = 0.0329 Eh/bohr
LUMO = -0.027 Ha
Molar mass = 215.83 g/mol
HOMO-LUMO gap = 9.102 eV
Energy relative to the best compared isomer or geometry (same formula, charge and spin) = 0.285 eV

CARTESIAN COORDINATES (ANGSTROEM)
N -0.783 0.636 0.015
C 2.169 0.463 0.759
Br 3.672 0.358 -0.272
Br -2.185 1.993 0.087
N 1.221 0.617 1.387
O -0.525 0.315 -1.061

In the natural (NBO) picture, each atom carries the following charge in e: atom 1 (N): 0.226, atom 2 (C): 0.110, atom 3 (Br): 0.213, atom 4 (Br): -0.033, atom 5 (N): -0.316, atom 6 (O): -0.199

(5)
A 2-piece molecular cluster, CBrCl2NO2 overall in a non-equilibrium geometry, computed with ωB97M-V/def2-TZVPD.

Values from the calculation:
Max |F| = 0.0421 Eh/bohr
LUMO (alpha / beta) = -0.005 / -0.074 Ha
2S+1 = 3
Molar mass = 208.83 g/mol
<S²> = 2.009
HOMO-LUMO gap (alpha / beta) = 8.633 / 8.997 eV
Energy relative to the best compared isomer or geometry (same formula, charge and spin) = 0.000 eV

CARTESIAN COORDINATES (ANGSTROEM)
Cl 0.119 -1.213 1.112
O 0.247 -0.994 -2.137
N -0.852 -0.665 -2.476
Br -0.089 1.994 0.869
Cl 1.553 0.554 3.085
C 0.723 0.349 1.468
O -1.701 -0.025 -1.920

In the natural (NBO) picture, each atom carries the following charge in e: atom 1 (Cl): 0.099, atom 2 (O): -0.257, atom 3 (N): 0.515, atom 4 (Br): 0.129, atom 5 (Cl): 0.003, atom 6 (C): -0.231, atom 7 (O): -0.259

(6)
CBrCl2O3S as an isolated structure in a non-equilibrium geometry, computed with ωB97M-V/def2-TZVPD.

Values from the calculation:
Max |F| = 0.1098 Eh/bohr
LUMO (alpha / beta) = 0.050 / 0.050 Ha
Net charge = -1
Molar mass = 242.88 g/mol
HOMO-LUMO gap (alpha / beta) = 4.555 / 4.556 eV
Energy relative to the best compared isomer or geometry (same formula, charge and spin) = 3.057 eV

CARTESIAN COORDINATES (ANGSTROEM)
Cl 2.609 1.362 -1.444
O -2.820 0.730 0.007
O -1.603 -0.646 1.693
C 1.564 0.272 -0.573
Br 2.776 -1.237 -0.157
Cl 0.961 1.126 0.914
S -1.826 -0.323 0.276
O -1.661 -1.284 -0.717

In the natural (NBO) picture, each atom carries the following charge in e: atom 1 (Cl): -0.117, atom 2 (O): -0.839, atom 3 (O): -0.814, atom 4 (C): -0.536, atom 5 (Br): -0.142, atom 6 (Cl): -0.165, atom 7 (S): 2.422, atom 8 (O): -0.809

(7)
CBrClFO2S as an isolated structure in a non-equilibrium geometry, computed with ωB97M-V/def2-TZVPD.

Values from the calculation:
Max |F| = 0.0706 Eh/bohr
LUMO (alpha / beta) = -0.001 / -0.016 Ha
Net charge = -1
Molar mass = 210.43 g/mol
HOMO-LUMO gap (alpha / beta) = 3.698 / 3.322 eV
Energy relative to the best compared isomer or geometry (same formula, charge and spin) = 2.763 eV

CARTESIAN COORDINATES (ANGSTROEM)
O -0.384 0.874 1.936
C 0.334 -0.362 -0.285
Br 1.454 -0.130 -1.745
Cl -0.873 -4.146 -2.674
O -0.444 2.122 -0.171
S 0.281 1.198 0.677
F 0.954 -1.239 0.477

In the natural (NBO) picture, each atom carries the following charge in e: atom 1 (O): -0.863, atom 2 (C): 0.139, atom 3 (Br): 0.152, atom 4 (Cl): -0.989, atom 5 (O): -0.868, atom 6 (S): 1.723, atom 7 (F): -0.294

(8)
CBrI3S as an isolated structure in a non-equilibrium geometry, computed with ωB97M-V/def2-TZVPD.

Values from the calculation:
Max |F| = 0.0280 Eh/bohr
LUMO (alpha / beta) = -0.110 / -0.110 Ha
Molar mass = 504.69 g/mol
HOMO-LUMO gap (alpha / beta) = 5.086 / 5.089 eV
Energy relative to the best compared isomer or geometry (same formula, charge and spin) = 1.334 eV

CARTESIAN COORDINATES (ANGSTROEM)
I 2.451 -2.177 0.626
I -0.745 -0.421 0.232
Br -4.476 0.563 -0.281
S -3.232 0.264 1.444
I 2.408 1.219 -0.024
C 1.457 -0.602 -0.132

In the natural (NBO) picture, each atom carries the following charge in e: atom 1 (I): 0.388, atom 2 (I): 0.399, atom 3 (Br): -0.069, atom 4 (S): -0.295, atom 5 (I): 0.344, atom 6 (C): -0.768

(9)
A single CCl2FNO2 molecule in a non-equilibrium geometry, computed with ωB97M-V/def2-TZVPD.

Values from the calculation:
Max |F| = 0.1711 Eh/bohr
LUMO (alpha / beta) = 0.014 / -0.166 Ha
2S+1 = 3
Molar mass = 147.92 g/mol
<S²> = 2.009
HOMO-LUMO gap (alpha / beta) = 7.679 / 6.207 eV
Energy relative to the best compared isomer or geometry (same formula, charge and spin) = 2.399 eV

CARTESIAN COORDINATES (ANGSTROEM)
C 0.306 0.290 0.524
F -0.312 1.362 1.053
Cl 1.918 0.691 0.096
Cl 0.138 -1.099 1.631
O -1.645 -0.553 -0.655
N -0.538 -0.261 -0.833
O 0.132 -0.430 -1.816

In the natural (NBO) picture, each atom carries the following charge in e: atom 1 (C): 0.352, atom 2 (F): -0.281, atom 3 (Cl): 0.144, atom 4 (Cl): 0.059, atom 5 (O): -0.222, atom 6 (N): 0.290, atom 7 (O): -0.342

(10)
CCl2N2O2 as an isolated structure in a non-equilibrium geometry, computed with ωB97M-V/def2-TZVPD.

Values from the calculation:
Max |F| = 0.1856 Eh/bohr
LUMO (alpha / beta) = -0.074 / -0.074 Ha
Molar mass = 142.93 g/mol
HOMO-LUMO gap (alpha / beta) = 8.040 / 8.039 eV
Energy relative to the best compared isomer or geometry (same formula, charge and spin) = 5.192 eV

CARTESIAN COORDINATES (ANGSTROEM)
C -0.545 -1.042 -0.220
Cl -1.671 -1.548 -1.248
N 0.736 1.115 0.117
Cl -0.480 -1.799 1.206
O 1.589 0.522 0.646
N -0.130 0.484 -0.624
O 0.502 2.269 0.122

In the natural (NBO) picture, each atom carries the following charge in e: atom 1 (C): 0.025, atom 2 (Cl): 0.216, atom 3 (N): 0.595, atom 4 (Cl): 0.226, atom 5 (O): -0.406, atom 6 (N): -0.285, atom 7 (O): -0.371

(11)
A 2-piece molecular cluster, CCl3NO overall in a non-equilibrium geometry, computed with ωB97M-V/def2-TZVPD.

Values from the calculation:
Max |F| = 0.0485 Eh/bohr
LUMO (alpha / beta) = -0.043 / -0.056 Ha
Molar mass = 148.38 g/mol
HOMO-LUMO gap (alpha / beta) = 8.841 / 7.684 eV
Energy relative to the best compared isomer or geometry (same formula, charge and spin) = 2.058 eV

CARTESIAN COORDINATES (ANGSTROEM)
C 1.587 0.009 0.395
Cl 1.490 0.783 -1.141
O 1.294 -1.085 0.682
Cl -2.699 1.779 0.696
N -1.622 0.678 0.250
Cl -2.214 -0.707 -0.637

In the natural (NBO) picture, each atom carries the following charge in e: atom 1 (C): 0.462, atom 2 (Cl): -0.004, atom 3 (O): -0.455, atom 4 (Cl): 0.266, atom 5 (N): -0.399, atom 6 (Cl): 0.129

(12)
A 2-piece molecular cluster, CCl3O2P overall in a non-equilibrium geometry, computed with ωB97M-V/def2-TZVPD.

Values from the calculation:
Max |F| = 0.0793 Eh/bohr
LUMO (alpha / beta) = -0.028 / -0.146 Ha
2S+1 = 3
Molar mass = 181.34 g/mol
<S²> = 2.014
HOMO-LUMO gap (alpha / beta) = 7.245 / 7.260 eV

CARTESIAN COORDINATES (ANGSTROEM)
O 2.140 0.622 -0.737
Cl -0.617 1.431 0.829
C -1.439 0.225 -0.080
P 2.237 -0.398 0.419
Cl -1.840 -1.234 0.582
Cl -1.472 0.467 -1.816
O 0.992 -1.112 0.803

In the natural (NBO) picture, each atom carries the following charge in e: atom 1 (O): -0.842, atom 2 (Cl): 0.062, atom 3 (C): -0.238, atom 4 (P): 1.760, atom 5 (Cl): 0.141, atom 6 (Cl): 0.049, atom 7 (O): -0.931